Version one
Formula: C5H13N2O
Source: OMol25
Level of theory: ωB97M-V with the def2-TZVPD basis set

Structure (ORCA input):
```
! wB97M-V def2-TZVPD RIJCOSX def2/J DEFGRID3
* xyz 1 1
O 0.609 -0.813 0.981
C 1.168 0.232 1.100
C 0.561 1.515 0.631
C -0.771 1.614 0.229
C -0.865 1.730 -1.369
C -0.397 0.437 -2.032
N -1.403 -0.577 -2.129
N 1.207 -3.140 3.035
H 2.151 0.322 1.584
H 1.160 2.415 0.778
H -1.226 0.656 0.459
H -1.390 2.401 0.664
H -0.253 2.569 -1.717
H -1.911 1.929 -1.578
H 0.037 0.610 -3.014
H 0.419 -0.003 -1.472
H -1.333 -1.404 -1.564
H -1.982 -0.632 -2.944
H 2.122 -3.431 3.352
H 1.318 -2.434 2.327
H 0.778 -3.993 2.678
*
```

## Properties
* Kohn-Sham gap: 0.1529 Ha
* lowest unoccupied orbital energy: -8.20 eV
* HOMO level: -12.36 eV



Version two
Formula: C5H13N2O
Source: OMol25
Level of theory: ωB97M-V with the def2-TZVPD basis set

Structure (ORCA input):
```
! wB97M-V def2-TZVPD RIJCOSX def2/J DEFGRID3
* xyz 1 1
O 1.228 2.230 -2.676
C 0.221 1.938 -2.090
C 0.021 0.559 -1.499
C 1.019 0.501 -0.313
C 1.060 -0.764 0.558
C -0.609 -1.044 2.404
N -0.299 -1.245 0.956
N -1.337 0.281 -1.069
H -0.567 2.688 -1.934
H 0.450 -0.159 -2.211
H 0.742 1.359 0.345
H 2.033 0.696 -0.674
H 1.644 -0.473 1.438
H 1.491 -1.500 -0.133
H -1.528 -1.563 2.664
H -0.627 0.032 2.570
H 0.172 -1.556 2.975
H -0.350 -2.228 0.705
H -1.037 -0.741 0.400
H -1.782 1.084 -0.637
H -1.944 -0.097 -1.781
*
```

## Properties
* structure (SMILES): C[NH2+]CC[C@@H](N)C=O
* Kohn-Sham gap: 0.3735 Ha
* lowest unoccupied orbital energy: -3.10 eV
* HOMO level: -13.26 eV



Stability check: which of them is least stable? version one.



Version one
Formula: C5H13N2O
Source: OMol25
Level of theory: ωB97M-V with the def2-TZVPD basis set

Structure (ORCA input):
```
! wB97M-V def2-TZVPD RIJCOSX def2/J DEFGRID3
* xyz 1 1
O 0.880 -3.203 -0.387
C -0.131 -2.730 0.041
C -0.564 -1.318 -0.268
C -0.315 -0.442 0.961
C -0.894 0.956 0.789
C 1.162 2.121 0.100
N -0.202 1.715 -0.268
N 0.221 -0.803 -1.420
H -0.804 -3.273 0.744
H -1.599 -1.271 -0.606
H 0.763 -0.427 1.112
H -0.711 -0.944 1.837
H -0.966 1.474 1.744
H -1.933 0.828 0.490
H 1.586 2.730 -0.697
H 1.841 1.276 0.218
H 1.220 2.676 1.043
H -0.734 2.565 -0.433
H 0.005 0.233 -1.450
H 1.229 -0.875 -1.280
H -0.054 -1.290 -2.271
*
```

## Properties
* structure (SMILES): CNCC[C@@H]([NH3+])C=O
* Kohn-Sham gap: 0.3966 Ha
* lowest unoccupied orbital energy: -3.14 eV
* HOMO level: -13.93 eV



Version two
Formula: C5H13N2O
Source: OMol25
Level of theory: ωB97M-V with the def2-TZVPD basis set

Structure (ORCA input):
```
! wB97M-V def2-TZVPD RIJCOSX def2/J DEFGRID3
* xyz 1 1
C -0.892 0.723 0.494
C -0.493 -0.600 -0.094
C 0.998 -0.799 -0.414
C 1.513 -0.849 -1.640
C 2.979 -0.479 0.760
N 1.770 -0.857 0.831
N -0.308 1.749 -0.553
H -0.497 0.834 1.490
H -1.956 0.915 0.414
H -0.765 -1.435 0.572
H -1.137 -0.695 -0.985
H 1.054 -0.482 -2.536
H 2.532 -1.263 -1.779
H 3.377 -0.119 -0.200
H 3.711 -0.582 1.557
H -0.731 2.622 -0.255
H -0.659 1.606 -1.549
H 0.698 1.858 -0.561
H -3.815 -0.680 2.268
H -3.925 -1.073 0.827
O -3.452 -0.393 1.353
*
```

## Properties
* Kohn-Sham gap: 0.3492 Ha
* lowest unoccupied orbital energy: -3.49 eV
* HOMO level: -12.99 eV



Stability check: which of them is least stable? version two.



Version one
Formula: C5H13N2O
Source: OMol25
Level of theory: ωB97M-V with the def2-TZVPD basis set

Structure (ORCA input):
```
! wB97M-V def2-TZVPD RIJCOSX def2/J DEFGRID3
* xyz 1 1
O -3.125 0.432 -0.927
C -2.426 1.041 -0.169
C -0.914 0.829 -0.105
C -0.712 -0.308 0.938
C 0.724 -0.340 1.464
C 1.773 -0.093 0.334
N 1.642 -0.906 -0.899
N -0.489 0.171 -1.348
H -2.773 1.789 0.561
H -0.317 1.714 0.102
H -1.005 -1.178 0.355
H -1.304 -0.257 1.856
H 0.959 0.456 2.172
H 0.934 -1.309 1.922
H 2.765 -0.176 0.780
H 1.609 0.951 0.053
H 2.537 -0.951 -1.361
H 1.143 -1.778 -0.779
H -0.463 0.800 -2.151
H 0.641 -0.377 -1.177
H -1.197 -0.511 -1.620
*
```

## Properties
* Kohn-Sham gap: 0.4081 Ha
* lowest unoccupied orbital energy: -2.91 eV
* HOMO level: -14.01 eV



Version two
Formula: C5H13N2O
Source: OMol25
Level of theory: ωB97M-V with the def2-TZVPD basis set

Structure (ORCA input):
```
! wB97M-V def2-TZVPD RIJCOSX def2/J DEFGRID3
* xyz 1 1
C -0.668 0.491 1.937
O -1.698 -0.377 2.250
C -0.557 0.534 0.386
C 0.526 -0.530 0.009
C 1.340 -0.195 -1.263
C 1.386 -1.120 -2.217
N 2.083 0.986 -1.310
N -1.925 0.182 -0.164
H 0.286 0.240 2.417
H -0.851 1.547 2.238
H -1.860 -0.546 3.167
H -0.200 1.441 -0.112
H 0.178 -1.544 -0.138
H 1.315 -0.632 0.765
H 0.973 -2.114 -2.289
H 1.936 -0.958 -3.138
H 2.527 1.078 -0.405
H 2.746 1.150 -2.055
H -2.621 0.523 0.506
H -2.116 -0.818 -0.232
H -2.035 0.666 -1.051
*
```

## Properties
* structure (SMILES): C=C(N)C[C@@H]([NH3+])CO
* Kohn-Sham gap: 0.3143 Ha
* lowest unoccupied orbital energy: -3.32 eV
* HOMO level: -11.87 eV



Version three
Formula: C5H13N2O
Source: OMol25
Level of theory: ωB97M-V with the def2-TZVPD basis set

Structure (ORCA input):
```
! wB97M-V def2-TZVPD RIJCOSX def2/J DEFGRID3
* xyz 1 1
C -0.657 -2.685 0.481
O 0.706 -3.091 0.506
C -0.864 -1.240 0.033
C -0.081 -0.293 0.993
C 0.505 0.934 0.287
C -0.348 1.814 -0.342
N -0.092 2.908 -1.322
N 1.828 0.998 0.072
H -1.030 -2.746 1.501
H -1.304 -3.468 -0.003
H 0.727 -3.899 -0.001
H -0.507 -0.908 -0.971
H -1.958 -1.033 0.081
H 0.760 -0.854 1.414
H -0.716 0.203 1.741
H -1.401 1.713 -0.099
H -0.730 3.658 -1.027
H 0.789 3.424 -1.287
H -0.355 2.545 -2.234
H 2.365 0.394 0.678
H 2.365 1.624 -0.499
*
```

## Properties
* structure (SMILES): N/C(=C\[NH3+])CCCO
* Kohn-Sham gap: 0.3305 Ha
* lowest unoccupied orbital energy: -3.64 eV
* HOMO level: -12.64 eV



Stability check: which of them is least stable? version three.